Entry from the Open Molecules 2025 dataset: an isolated ion of composition C8H14NO and charge +1 at a distorted geometry (wB97M-V/def2-TZVPD).

The maximum force is 6.0 eV/Å. The calculation puts the energy above the lowest of the compared OMol25 structures with the same formula, charge and spin at 5.0251 eV. The value obtained for the frontier orbital gap is 11.6 eV. As for the SMILES: C#C[C@@](C)(O)C[NH+]1CCC1. As for the charge: +1.

```
24
C8H14NO, DFT wB97M-V/def2-TZVPD
C 0.0227 0.0012 -3.0952
C 0.2136 0.6664 -2.1190
C 0.1068 1.4504 -0.9143
C 0.9485 2.6776 -0.7172
O -1.2653 1.6803 -0.5948
C 0.8567 0.3688 0.0981
N 0.0334 -0.9095 0.2120
C -1.3501 -0.9253 0.6879
C -1.0820 -2.1201 1.6139
C 0.4020 -2.0078 1.1322
H 0.1447 -0.6415 -3.9021
H 0.7412 3.3339 -1.4427
H 0.8854 3.0990 0.2184
H 2.0883 2.4683 -0.9024
H -1.6980 2.1836 -1.2262
H 1.7379 0.1378 -0.3338
H 1.0252 0.7370 1.1830
H -0.0958 -1.2778 -0.6583
H -2.2239 -1.0551 0.1022
H -1.6360 0.0086 1.1254
H -1.0491 -2.0493 2.6705
H -1.4815 -3.0051 1.4300
H 1.0468 -1.6455 1.8121
H 0.6841 -2.9099 0.7691
```